No. 1
118
Properties=species:S:1:pos:R:3:lowdin_charge:R:1 method="wB97M-V/def2-TZVPD" e_lumo_ev=0.0 homo_lumo_gap_ev=8.0 smiles="c1cc[nH]c1.c1cc[nH]c1.c1cc[nH]c1.c1cc[nH]c1.c1cc[nH]c1.c1cc[nH]c1.O=C1CCCO1.O=C1CCCO1.O=C1CCCO1.O=C1CCCO1.CC(C)=O" e_homo_ev=-8.07
C -0.25 -0.38 -0.03 -0.087
C -1.32 -1.24 0.51 -0.093
C -2.13 -1.55 -0.56 -0.179
N -1.61 -1.05 -1.67 -0.012
C -0.44 -0.41 -1.40 -0.162
H 0.43 0.16 0.61 0.083
H -1.51 -1.42 1.56 0.085
H -3.03 -2.15 -0.47 0.110
H -2.06 -1.14 -2.57 0.154
H 0.22 0.02 -2.14 0.102
C -3.31 -10.20 -2.70 -0.124
C -3.13 -9.24 -1.70 -0.125
C -2.20 -8.34 -2.16 -0.162
N -1.62 -8.87 -3.24 -0.012
C -2.35 -9.99 -3.67 -0.110
H -4.06 -10.97 -2.58 0.093
H -3.72 -9.11 -0.80 0.090
H -1.72 -7.45 -1.77 0.107
H -0.76 -8.47 -3.59 0.146
H -2.11 -10.58 -4.54 0.099
C -0.06 3.81 -9.85 -0.115
C -0.43 3.34 -8.51 -0.074
C -0.80 2.00 -8.72 -0.143
N -0.72 1.71 -10.07 -0.007
C -0.10 2.75 -10.69 -0.177
H 0.22 4.82 -10.13 0.087
H -0.40 4.01 -7.66 0.080
H -1.13 1.26 -8.00 0.094
H -0.87 0.76 -10.38 0.146
H 0.12 2.68 -11.75 0.108
C 7.49 5.67 -0.07 -0.130
C 6.72 5.41 1.12 -0.092
C 6.19 4.09 0.96 -0.092
N 6.59 3.64 -0.34 -0.019
C 7.43 4.57 -0.92 -0.151
H 8.04 6.58 -0.28 0.083
H 6.51 6.09 1.93 0.079
H 5.56 3.38 1.49 0.089
H 6.34 2.75 -0.74 0.134
H 7.76 4.49 -1.94 0.100
C -1.51 8.58 -1.61 -0.117
C -2.29 8.05 -2.59 -0.145
C -2.27 6.66 -2.46 -0.165
N -1.39 6.31 -1.51 0.000
C -0.99 7.47 -0.84 -0.100
H -1.28 9.60 -1.37 0.088
H -2.77 8.65 -3.35 0.094
H -2.80 6.03 -3.17 0.104
H -1.17 5.34 -1.34 0.149
H -0.23 7.47 -0.07 0.092
C 7.43 -1.54 -5.59 -0.117
C 6.09 -1.40 -5.91 -0.139
C 5.88 -0.19 -6.50 -0.159
N 7.09 0.32 -6.75 -0.004
C 8.04 -0.40 -6.05 -0.132
H 7.92 -2.38 -5.10 0.095
H 5.36 -2.16 -5.65 0.093
H 4.99 0.27 -6.89 0.111
H 7.34 1.20 -7.17 0.150
H 9.07 -0.07 -6.06 0.103
O 3.54 -3.96 8.65 0.053
C 4.09 -3.40 7.66 -0.423
C 5.29 -2.48 7.72 -0.072
C 5.65 -2.33 6.23 -0.133
C 4.53 -3.04 5.38 -0.140
O 3.75 -3.63 6.38 0.016
H 5.07 -1.55 8.25 0.124
H 6.13 -2.97 8.21 0.121
H 5.74 -1.31 5.86 0.104
H 6.67 -2.73 6.17 0.104
H 3.89 -2.40 4.79 0.125
H 4.93 -3.84 4.75 0.122
O -3.95 -8.29 -9.15 0.110
C -3.65 -7.13 -8.97 -0.473
C -4.47 -6.02 -8.37 -0.075
C -3.33 -5.15 -7.93 -0.168
C -2.09 -5.53 -8.70 -0.187
O -2.42 -6.71 -9.31 0.040
H -5.13 -5.67 -9.16 0.133
H -5.13 -6.35 -7.56 0.133
H -3.76 -4.16 -8.08 0.114
H -3.17 -5.18 -6.85 0.118
H -1.90 -4.82 -9.50 0.127
H -1.22 -5.59 -8.04 0.129
O 2.28 3.04 6.99 0.079
C 2.53 3.70 8.01 -0.442
C 1.70 3.81 9.31 -0.061
C 2.39 4.95 10.00 -0.163
C 3.75 5.10 9.37 -0.187
O 3.55 4.54 8.13 0.014
H 0.62 3.92 9.23 0.126
H 1.85 2.80 9.71 0.127
H 1.93 5.93 9.84 0.120
H 2.61 4.84 11.06 0.116
H 3.99 6.12 9.06 0.137
H 4.54 4.51 9.84 0.134
O -7.88 1.90 4.09 0.063
C -7.08 2.51 3.36 -0.458
C -6.08 3.53 3.92 -0.078
C -5.45 4.15 2.66 -0.144
C -5.99 3.23 1.49 -0.112
O -7.01 2.33 2.04 0.037
H -6.43 4.29 4.61 0.124
H -5.26 2.96 4.35 0.123
H -5.77 5.19 2.60 0.106
H -4.37 4.07 2.79 0.105
H -6.42 3.82 0.68 0.117
H -5.14 2.66 1.12 0.116
C -5.45 -3.97 7.83 -0.028
C -5.42 -2.51 8.20 -0.501
C -6.32 -2.00 9.31 -0.023
O -4.71 -1.75 7.57 0.055
H -6.43 -4.15 7.38 0.088
H -5.36 -4.58 8.74 0.078
H -4.64 -4.28 7.18 0.083
H -5.91 -1.30 10.04 0.086
H -6.88 -2.77 9.85 0.072
H -7.09 -1.57 8.67 0.090



No. 2
123
Properties=species:S:1:pos:R:3:lowdin_charge:R:1 method="wB97M-V/def2-TZVPD" e_lumo_ev="-12.9 / -12.9" homo_lumo_gap_ev="4.8 / 4.7" e_above_lowest_kj_mol=194.7 total_charge=+4 e_homo_ev="-17.67 / -17.67"
W 1.47 1.54 -0.69 0.904
C -0.28 0.14 -5.56 -0.023
C -0.99 -0.15 -4.29 -0.216
C -2.30 -0.55 -4.22 0.123
C -2.92 -0.76 -2.97 -0.160
N -2.24 -0.60 -1.85 0.206
N -0.96 -0.26 -1.90 -0.033
B -0.11 -0.31 -0.58 -0.707
N -0.98 -0.04 0.65 -0.034
N -1.14 -0.94 1.61 0.204
C -2.05 -0.75 2.54 -0.184
C -2.95 0.34 2.45 0.115
C -2.75 1.33 1.50 -0.212
C -3.63 2.53 1.40 -0.006
C -1.64 1.14 0.65 -0.526
S -0.92 2.36 -0.32 0.818
C -2.14 -1.70 3.70 -0.537
C -3.59 -2.20 3.84 -0.011
C -1.21 -2.89 3.51 -0.037
C -1.73 -0.95 4.98 -0.015
N 0.52 -1.73 -0.50 0.008
N -0.36 -2.72 -0.40 0.199
C 0.05 -3.96 -0.34 -0.157
C 1.43 -4.27 -0.45 0.124
C 2.36 -3.26 -0.56 -0.211
C 3.81 -3.50 -0.69 -0.027
C 1.84 -1.94 -0.55 -0.520
S 2.89 -0.59 -0.54 0.764
C -0.96 -5.06 -0.10 -0.532
C -0.94 -6.04 -1.28 -0.012
C -2.36 -4.48 0.06 -0.036
C -0.53 -5.82 1.17 -0.011
C -0.32 -0.02 -3.05 -0.528
S 1.34 0.40 -2.95 0.831
C -4.36 -1.23 -2.87 -0.540
C -4.31 -2.68 -2.38 -0.026
C -5.07 -1.21 -4.22 -0.038
C -5.10 -0.36 -1.85 -0.029
H -0.98 0.17 -6.39 0.105
H 0.46 -0.64 -5.77 0.111
H 0.26 1.08 -5.50 0.074
H -2.86 -0.69 -5.13 0.132
H -3.77 0.43 3.14 0.147
H -4.01 2.81 2.38 0.109
H -4.50 2.28 0.78 0.112
H -3.13 3.38 0.95 0.068
H -3.96 -2.56 2.88 0.095
H -4.26 -1.44 4.22 0.091
H -3.62 -3.03 4.53 0.106
H -1.49 -3.44 2.62 0.053
H -1.27 -3.56 4.36 0.110
H -0.17 -2.56 3.41 0.070
H -2.32 -0.04 5.13 0.092
H -0.67 -0.69 4.96 0.077
H -1.91 -1.59 5.83 0.108
H 1.76 -5.30 -0.43 0.143
H 4.05 -4.56 -0.62 0.106
H 4.35 -2.97 0.10 0.087
H 4.18 -3.12 -1.64 0.106
H -1.17 -5.53 -2.22 0.094
H -1.69 -6.80 -1.11 0.108
H 0.03 -6.53 -1.39 0.088
H -2.75 -4.23 -0.92 0.054
H -2.36 -3.59 0.68 0.056
H -3.03 -5.22 0.50 0.107
H 0.39 -6.38 1.01 0.089
H -1.30 -6.54 1.43 0.107
H -0.39 -5.15 2.02 0.072
H -3.65 -3.28 -3.00 0.097
H -5.30 -3.11 -2.43 0.107
H -3.97 -2.71 -1.35 0.061
H -4.63 -1.92 -4.91 0.096
H -5.08 -0.21 -4.66 0.098
H -6.11 -1.51 -4.07 0.105
H -4.61 -0.40 -0.88 0.065
H -6.12 -0.73 -1.74 0.103
H -5.16 0.67 -2.19 0.091
C 2.28 -0.56 2.69 -0.232
As 1.74 1.15 1.87 1.105
C 0.56 1.74 3.36 -0.179
C 3.20 2.36 2.41 -0.434
C 4.12 2.05 3.40 -0.091
C 5.06 2.99 3.80 -0.025
C 5.09 4.24 3.20 -0.021
C 4.18 4.56 2.20 -0.068
C 3.23 3.62 1.80 -0.405
As 1.91 3.96 0.38 1.145
C 0.49 4.95 1.37 -0.237
C 2.69 5.55 -0.48 -0.204
H 2.33 -0.43 3.78 0.057
H 3.26 -0.90 2.33 0.025
H 1.54 -1.33 2.47 0.018
H 1.16 1.69 4.28 0.067
H -0.31 1.08 3.47 0.008
H 0.22 2.78 3.25 0.032
H 4.11 1.07 3.87 0.108
H 5.76 2.74 4.58 0.129
H 5.82 4.97 3.51 0.130
H 4.22 5.53 1.74 0.107
H 0.91 5.44 2.25 0.064
H -0.33 4.30 1.67 -0.014
H 0.09 5.72 0.70 0.050
H 2.66 6.37 0.26 0.064
H 2.10 5.85 -1.34 0.048
H 3.72 5.39 -0.79 0.045
N 5.13 1.14 0.56 0.118
C 4.87 1.87 -0.54 -0.662
N 3.66 2.08 -1.05 -0.137
C 3.75 2.96 -2.14 -0.378
C 5.01 3.39 -2.40 -0.300
S 6.16 2.72 -1.32 1.199
C 2.57 3.38 -2.88 -0.408
C 2.62 4.05 -4.06 -0.298
S 1.06 4.43 -4.64 1.181
C 0.38 3.64 -3.25 -0.665
N 1.27 3.14 -2.40 -0.171
N -0.96 3.54 -3.17 0.114
H 4.57 0.33 0.80 0.021
H 6.11 1.05 0.81 0.131
H 5.33 4.09 -3.15 0.100
H 3.49 4.32 -4.62 0.098
H -1.50 4.09 -3.82 0.122
H -1.43 3.33 -2.30 0.008



No. 3
117
Properties=species:S:1:pos:R:3:lowdin_charge:R:1 method="wB97M-V/def2-TZVPD" e_lumo_ev=-2.6 homo_lumo_gap_ev=8.1 total_charge=+1 e_homo_ev=-10.67
Bi 0.51 0.48 0.30 2.098
C -0.07 5.48 -0.40 0.002
C 0.22 4.23 -1.14 -0.251
C -0.16 3.82 -2.40 0.055
C 0.39 2.55 -2.57 -0.244
N 1.04 2.20 -1.45 -0.030
N 0.95 3.24 -0.59 -0.017
B 1.91 3.32 0.59 -0.573
N 2.99 2.25 0.38 0.027
N 2.74 0.92 0.31 -0.032
C 3.90 0.30 -0.01 -0.197
C 4.89 1.27 -0.13 0.056
C 4.28 2.49 0.12 -0.234
C 4.92 3.83 0.12 -0.002
C 4.12 -1.18 -0.15 -0.517
C 3.81 -1.86 1.18 -0.012
C 5.59 -1.48 -0.49 -0.052
C 3.27 -1.74 -1.30 -0.033
N 1.16 3.07 1.90 0.020
N 0.22 2.12 2.02 -0.035
C -0.38 2.27 3.21 -0.230
C 0.22 3.35 3.86 0.045
C 1.19 3.83 3.00 -0.248
C 2.10 4.99 3.21 -0.003
C -1.61 1.58 3.72 -0.525
C -1.87 0.23 3.07 -0.107
C -2.78 2.53 3.39 -0.031
C -1.52 1.39 5.24 -0.030
C 0.46 1.74 -3.83 -0.537
C 1.53 2.38 -4.73 -0.030
C -0.89 1.77 -4.56 -0.029
C 0.86 0.29 -3.52 -0.043
H -0.83 6.06 -0.92 0.089
H -0.41 5.25 0.61 0.085
H 0.83 6.09 -0.31 0.089
H -0.74 4.38 -3.12 0.119
H 2.41 4.39 0.63 0.121
H 5.92 1.11 -0.36 0.114
H 5.99 3.71 -0.07 0.090
H 4.50 4.46 -0.66 0.094
H 4.79 4.33 1.07 0.081
H 4.60 -1.65 1.90 0.100
H 2.88 -1.49 1.59 0.043
H 3.73 -2.94 1.05 0.099
H 6.26 -1.11 0.28 0.088
H 5.71 -2.56 -0.54 0.094
H 5.87 -1.06 -1.45 0.090
H 2.23 -1.47 -1.20 0.037
H 3.64 -1.36 -2.25 0.091
H 3.36 -2.82 -1.31 0.093
H -0.04 3.74 4.82 0.120
H 1.97 5.37 4.22 0.090
H 3.14 4.69 3.07 0.083
H 1.88 5.78 2.50 0.085
H -2.89 -0.08 3.30 0.085
H -1.74 0.29 2.00 -0.019
H -1.20 -0.52 3.46 0.062
H -2.94 2.58 2.32 0.062
H -3.69 2.16 3.86 0.092
H -2.58 3.53 3.77 0.087
H -0.55 0.98 5.52 0.080
H -1.67 2.32 5.78 0.084
H -2.29 0.69 5.56 0.091
H 1.34 3.44 -4.85 0.086
H 2.52 2.25 -4.29 0.087
H 1.52 1.90 -5.70 0.089
H -1.05 2.75 -5.02 0.085
H -0.90 1.02 -5.35 0.090
H -1.71 1.57 -3.88 0.072
H 1.83 0.28 -3.03 0.066
H 0.14 -0.17 -2.86 0.044
H 0.92 -0.28 -4.44 0.098
Br -3.89 0.44 0.21 0.729
C -4.40 -1.37 0.63 -0.937
Br -2.91 -2.49 1.17 0.715
H -4.85 -1.82 -0.26 -0.015
H -5.09 -1.33 1.46 0.006
C 1.16 -1.62 4.39 0.012
C 0.95 -1.58 2.89 -0.378
O 0.98 -0.43 2.39 -0.174
C 0.83 -2.80 2.17 -0.128
C 0.94 -4.04 2.85 -0.018
C 0.99 -5.23 2.18 -0.072
C 0.96 -5.25 0.78 -0.049
C 0.86 -4.08 0.09 -0.028
C 0.74 -2.82 0.75 -0.377
O 0.58 -1.79 -0.01 -0.319
H 1.18 -0.61 4.77 0.084
H 2.11 -2.10 4.61 0.104
H 0.37 -2.18 4.88 0.098
H 1.02 -4.04 3.93 0.108
H 1.08 -6.16 2.73 0.106
H 1.04 -6.19 0.25 0.116
H 0.88 -4.06 -0.99 0.111
C -6.87 -4.30 -2.48 -0.034
C -5.52 -3.67 -2.53 -0.252
C -4.38 -4.42 -2.27 0.000
C -3.12 -3.83 -2.19 -0.213
C -1.96 -4.73 -1.90 -0.042
C -3.01 -2.43 -2.34 -0.128
C -1.77 -1.78 -1.95 -0.236
O -1.65 -0.61 -1.60 -0.150
C -4.14 -1.69 -2.76 -0.217
C -4.06 -0.27 -3.19 -0.059
C -5.37 -2.32 -2.83 -0.012
H -6.79 -5.39 -2.46 0.080
H -7.48 -4.00 -3.33 0.087
H -7.40 -3.98 -1.58 0.091
H -4.47 -5.48 -2.11 0.121
H -2.21 -5.76 -2.17 0.088
H -1.71 -4.72 -0.84 0.064
H -1.08 -4.44 -2.46 0.078
H -0.90 -2.44 -1.87 0.108
H -3.90 -0.24 -4.27 0.098
H -3.23 0.26 -2.73 0.025
H -4.98 0.26 -2.98 0.082
H -6.23 -1.74 -3.12 0.128



How do the records compare in F_max? In the order shown, they have 4.7 3.0 1.2 eV/A.